No. 1
C2H5N3O in the gas phase, computed with the ωB97M-V functional and the def2-TZVPD basis.

Net charge ... 0
Orbital gap ... 0.3757 hartree
E_tot ... -8669.646 eV
E_HOMO ... -9.47 eV
M ... 87.1 Da
F_max ... 3.1 eV/A

Element x y z (Å)
O: -0.836 1.030 0.307
N: 0.960 -2.847 -2.325
N: 1.217 -1.936 -0.265
N: 1.054 -2.211 -1.422
C: 1.087 -0.624 0.300
C: 0.064 0.179 -0.501
H: -0.667 -0.447 -1.065
H: 0.637 0.852 -1.189
H: 0.848 -0.712 1.396
H: -1.298 1.535 -0.355
H: 2.212 -0.177 0.166

Force components x, y, z for each atom (eV/Å):
1.6 -1.0 0.0
-0.3 -0.7 -3.0
0.2 -0.2 2.5
0.1 -0.4 1.1
2.1 1.2 -0.2
-1.1 1.7 -0.1
1.1 -0.1 0.2
-0.6 -0.6 0.3
0.2 0.1 -1.2
-0.4 0.4 -0.1
-2.8 -0.4 0.8

These are the Mulliken partial charges, in e, on atoms 1 to 2: number 1, O, carries -0.52; number 2, N, carries -0.53

No. 2
2 unconnected molecules or ions with the total composition C23H58BN5O7P3S2Si, computed with the ωB97M-V functional and the def2-TZVPD basis.

Net charge ... +1
Orbital gap ... 0.2218 hartree
E_tot ... -104650.473 eV
E_HOMO ... -10.69 eV
M ... 712.7 Da
F_max ... 6.6 eV/A

Element x y z (Å)
S: -1.565 -3.426 -0.311
S: 2.848 -3.445 0.484
P: 1.408 -2.460 1.431
P: 0.106 0.951 1.854
P: 2.223 2.149 -1.729
Si: 3.278 2.464 4.609
O: -1.398 0.888 -2.295
O: 3.881 1.667 -1.942
O: 0.255 2.506 2.085
O: -0.783 2.775 -0.753
O: 1.513 2.959 -3.109
O: 3.128 2.013 2.923
O: -7.641 6.939 2.739
N: -0.720 -2.385 -1.425
N: 2.236 3.276 -0.522
N: 0.767 -1.172 0.400
N: 0.963 -0.537 -1.856
N: -5.360 5.964 1.292
C: -2.583 3.841 0.837
C: 0.229 -1.513 -0.964
C: 1.090 0.722 -1.029
C: 1.900 -6.112 -4.290
C: 2.180 4.079 4.824
C: 1.554 -2.137 -3.734
C: 2.935 0.309 1.100
C: -8.707 6.014 2.890
C: 0.318 -8.764 -4.621
C: 2.155 -1.026 -2.635
C: -5.542 5.583 2.701
C: 3.084 0.559 2.715
C: -6.047 4.144 2.764
C: 2.593 1.194 5.879
C: 5.101 3.055 4.993
C: 1.372 0.241 0.551
C: 2.422 -4.540 -4.514
C: 1.730 -3.692 -3.249
C: 2.276 -7.057 -5.575
C: 1.086 -8.131 -5.923
C: -2.204 2.764 -0.363
C: -6.449 6.588 3.448
C: 1.233 -9.765 -3.696
B: -0.391 1.448 -1.348
H: 0.194 0.241 3.137
H: 0.456 -1.882 -4.075
H: 1.606 -9.035 -6.500
H: 2.963 -1.522 -1.932
H: 0.830 -9.688 -2.587
H: -9.646 6.553 2.734
H: -1.285 0.738 1.428
H: 1.629 0.661 5.425
H: -4.560 5.600 3.191
H: 2.594 4.882 4.063
H: 0.976 -10.870 -4.051
H: 5.374 3.792 4.100
H: -1.537 1.590 -2.999
H: 0.274 -7.709 -6.658
H: -6.903 3.968 2.107
H: 2.337 -0.027 3.390
H: 3.562 1.197 0.605
H: 2.700 -0.225 -3.291
H: 3.236 3.390 -0.218
H: 2.335 -6.511 -3.254
H: -0.959 -2.430 -2.458
H: 0.649 -4.122 -3.045
H: -2.832 3.088 -1.323
H: -2.583 1.706 -0.035
H: 5.069 3.707 5.966
H: 2.387 -9.566 -3.763
H: 3.261 -7.665 -5.384
H: -8.642 5.240 2.123
H: -8.727 5.566 3.888
H: 0.431 -3.504 1.774
H: -4.937 6.892 1.258
H: 1.989 -2.049 2.679
H: 2.474 -3.813 -2.355
H: -0.574 -9.426 -5.049
H: 0.712 -6.021 -4.240
H: 2.060 -4.106 -5.542
H: 2.130 4.450 5.932
H: -3.739 4.058 0.736
H: -5.889 7.524 3.563
H: -0.798 -4.619 -0.153
H: 2.429 -6.369 -6.529
H: 3.565 -0.666 0.821
H: -5.259 3.450 2.450
H: -2.030 4.873 0.735
H: 1.115 3.760 4.389
H: 5.869 2.172 5.015
H: -6.338 3.874 3.785
H: 2.186 1.786 6.833
H: -6.293 6.110 0.895
H: 1.068 3.797 -2.728
H: -2.432 3.404 1.926
H: -6.686 6.242 4.461
H: -0.178 -7.982 -3.905
H: 3.593 -4.460 -4.350
H: 2.223 -2.013 -4.715
H: 3.426 0.415 6.144
H: 4.481 2.470 -2.056
H: 4.169 0.155 3.006

Force components x, y, z for each atom (eV/Å):
0.1 -0.7 0.1
-0.9 0.7 0.4
1.6 -2.8 -1.1
0.1 6.6 0.8
2.1 5.2 3.0
-0.3 2.3 0.2
2.9 1.5 0.9
-2.2 0.6 -0.9
-0.4 -5.1 -0.4
0.4 -4.4 -0.6
0.2 -1.5 2.5
-0.3 -2.2 1.8
0.4 -0.3 0.5
2.2 0.9 1.3
0.8 -2.5 -2.4
-1.7 -2.0 -1.1
-0.9 -0.8 1.6
-0.2 0.3 0.1
-0.5 -0.3 0.0
3.3 2.7 -0.6
-0.8 -0.2 -0.9
0.0 1.0 -0.8
-0.6 -0.4 -1.3
1.6 0.1 -0.3
1.1 -0.2 0.2
-0.1 0.3 -0.3
-0.4 -0.8 -0.2
0.1 -2.1 -1.4
-0.4 0.0 -0.1
2.0 0.1 -0.7
0.1 -0.3 0.1
-0.9 -0.7 0.3
0.2 0.3 -0.8
0.2 -0.3 -0.9
-0.7 -0.8 1.8
0.2 0.2 -1.6
-0.4 -0.1 0.0
0.2 -0.8 0.0
-2.0 1.4 -0.1
0.1 0.3 -0.3
-1.0 -0.5 -0.1
-3.1 3.3 -0.2
0.1 -0.2 -1.4
2.1 -0.3 0.8
-1.2 1.9 1.2
-1.6 0.9 -1.4
1.1 -0.2 -2.2
0.2 0.0 0.0
1.3 -0.7 -0.1
2.1 0.9 1.0
-0.1 0.1 0.0
-0.9 -1.4 1.8
0.9 2.3 0.8
-0.4 -1.6 1.9
-0.1 -1.1 1.3
1.6 -0.5 1.5
0.1 0.1 0.1
1.1 1.2 -1.2
-1.9 -1.8 1.0
-1.5 -0.9 1.7
-1.4 -0.1 -0.2
-1.1 0.7 -2.3
0.7 0.4 1.6
2.3 0.5 -0.1
1.2 -0.8 2.1
0.8 1.9 -0.7
0.3 -1.5 -1.7
-2.3 -0.3 0.2
-1.8 1.3 -0.3
-0.1 -0.2 0.1
0.1 0.0 0.0
0.3 1.8 -0.1
0.0 -0.2 0.0
-1.1 0.7 -0.7
-1.9 0.4 -1.4
1.8 1.5 0.9
2.6 -0.3 0.1
0.8 -1.0 2.0
0.1 -0.6 -2.2
2.3 -0.4 0.1
-0.1 -0.1 -0.1
-0.3 1.6 -0.8
-0.2 -1.4 2.0
-1.8 1.8 0.5
-0.1 0.2 0.0
-0.9 -2.2 0.1
2.1 0.9 1.1
-1.2 1.9 0.2
0.0 0.0 -0.1
1.2 -1.4 -2.0
0.3 -0.1 0.1
1.2 -1.7 -0.3
0.1 0.9 -2.4
-0.1 -0.1 0.0
1.0 -1.2 -1.6
-2.4 -0.1 -0.7
-1.5 -0.2 2.2
-1.8 1.3 -0.2
-1.4 -1.1 0.1
-2.3 0.5 -0.7

These are the Mulliken partial charges, in e, on atoms 1 to 2: number 1, S, carries -0.17; number 2, S, carries -0.33

No. 3
A molecular structure, C41H35FIrN7O10P, computed with the ωB97M-V functional and the def2-TZVPD basis.

Net charge ... +2
Expectation value of S² ... 8.809
Orbital gap (alpha / beta) ... 0.2364 / 0.2337 hartree
Spin multiplicity ... 6
E_tot ... -88812.927 eV
E_HOMO (alpha / beta) ... -11.47 / -12.45 eV
M ... 1028.0 Da
F_max ... 1.1 eV/A

Element x y z (Å)
Ir: 1.762 -1.935 0.317
P: 1.336 -4.392 -0.149
F: -1.474 3.621 2.366
O: 1.899 -1.467 -1.982
O: 2.667 -1.160 2.006
O: -1.454 -1.205 2.663
O: 0.675 -1.469 -3.850
O: 4.855 0.289 2.464
O: -0.712 1.467 6.529
O: 4.745 1.840 3.936
O: 1.185 2.447 6.838
O: 0.186 -2.250 1.593
O: 0.807 0.049 0.035
N: 2.900 -4.804 -0.659
N: 0.448 1.685 6.245
N: -1.044 2.148 -2.948
N: 4.249 0.938 3.294
N: -2.803 5.223 0.435
N: 3.780 -2.751 0.016
N: -4.994 6.625 0.630
C: -2.772 6.403 -0.418
C: -1.173 2.569 -1.607
C: -4.107 6.730 1.845
C: -1.746 -3.254 -2.634
C: 0.740 -7.698 2.085
C: -2.038 4.087 0.101
C: -1.785 4.268 -4.334
C: 0.726 -0.562 3.260
C: 1.014 0.956 5.083
C: -1.650 2.795 -4.127
C: 2.859 0.534 3.666
C: -4.201 6.889 -0.638
C: 0.270 0.649 -0.917
C: -3.128 5.556 1.832
C: 6.120 -2.281 -0.080
C: -0.337 1.039 -3.213
C: -0.210 -8.423 1.375
C: 2.101 -0.432 2.933
C: 3.996 -3.967 -0.503
C: -1.404 3.286 1.067
C: 0.339 0.282 -2.292
C: -1.913 3.694 -1.227
C: -0.284 -6.704 -0.312
C: 4.836 -1.927 0.238
C: 0.344 -3.001 -3.919
C: 0.395 -3.963 -1.648
C: 0.671 -5.977 0.396
C: -1.142 -3.025 -3.825
C: 2.332 1.200 4.738
C: -3.015 3.399 -4.176
C: -0.270 -1.375 2.476
C: -0.689 2.184 0.724
C: 5.276 -4.392 -0.850
C: -0.720 -7.928 0.182
C: -0.548 1.814 -0.614
C: 1.174 -6.476 1.603
C: 6.336 -3.539 -0.640
C: 1.022 -3.763 -2.839
C: -0.977 -3.618 -1.497
C: 1.048 -0.949 -2.694
C: 0.209 0.118 4.354
H: -0.680 -6.341 -1.251
H: -2.433 4.271 -1.968
H: -4.703 6.352 -1.438
H: -0.209 1.594 1.496
H: -5.376 5.679 0.590
H: -1.368 2.240 -5.006
H: 3.096 -5.752 -0.942
H: -2.822 -3.164 -2.542
H: -3.592 4.695 2.306
H: -4.243 7.956 -0.841
H: -3.603 3.182 -5.058
H: -3.621 7.699 1.784
H: -1.489 4.943 -3.544
H: -0.556 -9.376 1.755
H: 7.338 -3.856 -0.903
H: -1.711 -2.744 -4.703
H: -2.261 5.838 2.430
H: 2.925 1.913 5.287
H: 5.421 -5.381 -1.266
H: -2.161 7.189 0.036
H: 1.134 -8.082 3.018
H: -0.297 0.751 -4.254
H: 4.603 -0.984 0.710
H: -3.601 3.449 -3.270
H: -0.833 -0.008 4.609
H: 1.902 -5.902 2.168
H: 6.932 -1.595 0.115
H: 0.719 -3.249 -4.904
H: -4.727 6.710 2.736
H: -2.326 6.193 -1.383
H: -1.545 4.632 -5.323
H: -1.448 -3.687 -0.522
H: -1.456 -8.497 -0.372
H: 2.063 -4.026 -2.974
H: -5.786 7.263 0.694

Force components x, y, z for each atom (eV/Å):
0.1 0.0 0.5
-0.1 -0.1 -0.5
0.0 0.0 0.0
0.2 0.0 -0.1
0.4 0.3 0.1
0.0 -0.1 -0.1
0.0 0.0 0.0
-0.3 0.2 -0.3
0.0 0.0 -0.1
-0.2 0.2 -0.3
-0.1 -0.1 -0.1
-0.5 -0.1 0.2
0.1 -0.1 0.1
-0.1 0.1 0.0
0.2 -0.2 -0.1
-0.1 0.1 0.0
0.2 -0.8 0.8
0.0 -0.1 0.0
0.4 0.1 -0.2
0.2 0.0 0.0
0.1 0.0 0.1
0.0 0.0 -0.3
-0.1 0.0 -0.1
0.1 -0.1 0.2
0.0 0.0 0.0
-0.1 0.2 0.0
0.0 0.1 0.0
0.2 0.1 0.1
0.1 0.4 0.4
0.1 -0.1 0.2
0.2 0.0 -0.6
-0.1 0.0 0.1
-0.1 0.1 0.0
0.0 0.0 -0.2
0.1 -0.1 0.0
0.0 0.1 -0.1
0.0 0.0 0.0
0.0 -0.1 -0.2
-0.1 0.1 0.2
0.0 0.1 0.1
0.0 -0.1 0.0
-0.1 0.1 0.0
0.0 -0.1 0.0
-0.3 -0.1 0.0
-0.1 -0.1 0.2
-0.3 0.0 0.2
0.1 0.1 0.3
0.1 0.1 -0.1
-0.3 0.1 0.2
-0.1 0.0 0.0
0.2 0.1 -0.2
0.1 -0.1 0.1
0.0 -0.1 0.0
0.0 0.0 0.0
0.1 -0.1 0.0
0.0 0.0 0.0
0.1 0.0 0.0
0.1 0.2 -0.2
0.0 0.0 -0.1
-0.2 -0.1 -0.1
-0.1 0.0 -0.1
0.0 0.0 0.0
0.0 0.0 0.0
0.0 0.0 0.0
0.0 0.0 0.0
0.0 -0.1 0.0
0.0 -0.1 0.0
0.0 0.0 -0.1
0.1 0.0 0.0
0.0 -0.1 0.0
0.0 0.0 0.0
0.0 0.0 0.0
0.0 0.0 0.0
0.0 0.0 0.0
0.0 0.0 0.0
0.0 0.0 0.0
0.0 0.0 0.1
0.1 0.0 0.0
0.0 0.0 0.0
0.0 0.1 0.0
0.0 0.0 0.0
0.0 0.0 0.0
0.0 0.0 0.0
0.0 0.0 0.0
0.0 0.0 0.0
0.0 0.0 0.0
0.0 0.0 0.0
0.0 0.0 0.0
0.0 0.0 -0.1
0.0 0.0 0.0
0.0 0.0 0.0
0.0 0.0 0.0
0.0 0.0 0.0
0.0 0.0 0.0
0.0 0.0 0.0
0.0 0.1 0.0

These are the Mulliken partial charges, in e, on atoms 1 to 2: number 1, Ir, carries 3.06; number 2, P, carries 0.52

No. 4
C6H10O in the gas phase, computed with the ωB97M-V functional and the def2-TZVPD basis.

Net charge ... 0
Orbital gap ... 0.3931 hartree
E_tot ... -8427.413 eV
SMILES string ... C1C[C@@H]2CC[C@@H]2O1
E_HOMO ... -9.61 eV
M ... 98.1 Da
F_max ... 6.9 eV/A

Element x y z (Å)
O: -1.493 0.792 -0.370
C: -0.228 0.144 1.883
C: -0.536 0.983 0.666
C: 0.839 0.421 -0.102
C: 0.444 -0.062 -1.531
C: -1.178 -0.271 -1.190
C: 0.894 -0.641 0.954
H: -1.485 -1.374 -1.181
H: 0.705 -0.940 -2.014
H: 0.111 0.554 2.744
H: 2.062 -1.084 1.259
H: 1.796 1.038 -0.064
H: 0.586 -1.611 0.490
H: 0.672 0.635 -2.363
H: -0.730 1.924 0.964
H: -0.931 -0.656 2.029
H: -1.529 0.148 -2.173

Force components x, y, z for each atom (eV/Å):
-1.2 -1.5 2.7
0.4 -5.4 -4.4
2.5 -1.6 -3.0
1.3 1.3 -0.4
-2.6 1.9 2.1
1.9 1.2 -5.3
2.8 -2.4 1.2
0.2 1.6 1.3
1.4 -2.4 0.3
0.9 1.7 2.4
-3.1 1.9 -0.2
-1.5 -0.3 -0.2
-0.7 0.7 0.8
-0.7 0.5 0.9
0.0 3.7 0.5
-0.8 0.0 0.8
-0.6 -1.1 0.6

These are the Mulliken partial charges, in e, on atoms 1 to 2: number 1, O, carries -0.43; number 2, C, carries -0.77